No. 1
# C31H38NO2Ru

C31H38NO2Ru as an isolated structure in a non-equilibrium geometry (wB97M-V/def2-TZVPD, OMol25).

Output
E_LUMO (spin up / spin down) in eV: -3.44 / -5.01
HOMO-LUMO gap (spin up / spin down) in eV: 6.32 / 6.00
Maximum force in eV Å⁻¹: 3.28
Total charge: +1
Spin multiplicity: 5
Highest occupied orbital energy (spin up / spin down) in eV: -9.8 / -11.0

Each line ends with the Löwdin spin population.
CARTESIAN COORDINATES (ANGSTROEM)
O 3.53 -2.46 -2.00  0.000
C 3.50 -3.84 -1.54  0.000
C 4.80 -3.63 -0.72  0.000
H 3.56 -4.54 -2.40  0.000
H 2.59 -3.98 -0.92  0.000
C 4.49 -2.13 -0.94  0.000
H 5.65 -4.01 -1.30  0.000
H 4.82 -3.87 0.36  0.000
C 5.63 -1.29 -1.53  0.000
H 5.98 -1.71 -2.50  0.000
H 6.49 -1.26 -0.84  0.000
H 5.33 -0.24 -1.71  0.000
C 3.72 -1.48 0.20  -0.001
H 2.89 -2.15 0.48  0.000
H 3.22 -0.57 -0.14  0.000
H 4.32 -1.28 1.08  0.000
Ru -0.09 0.11 0.32  2.071
C -0.65 -0.79 2.24  0.071
C -1.72 -1.03 1.32  0.052
C -1.20 -1.85 0.26  0.139
H -2.73 -0.71 1.48  0.004
C 0.19 -2.13 0.53  0.048
C 0.55 -1.41 1.74  0.092
H 1.54 -1.42 2.21  0.005
H -0.77 -0.33 3.23  0.003
H -1.79 -2.22 -0.59  0.014
H 0.86 -2.75 -0.06  0.003
C -0.25 2.07 1.14  0.005
C 1.03 1.64 1.63  0.153
C 1.94 1.52 0.54  0.055
H 1.34 1.56 2.67  0.007
C 1.26 1.89 -0.66  0.133
C -0.12 2.20 -0.33  0.097
H -0.89 2.58 -1.00  0.013
H -1.11 2.40 1.73  0.000
H 2.99 1.22 0.61  0.001
H 1.72 1.97 -1.63  0.009
O 1.53 -1.18 -3.47  0.004
C 2.78 -1.30 -4.22  0.000
C 2.57 -1.75 -5.68  0.000
H 3.39 -2.08 -3.74  0.000
H 3.36 -0.34 -4.18  0.000
C 1.07 -1.71 -5.88  0.000
H 2.95 -2.77 -5.80  0.000
H 3.10 -1.06 -6.34  0.000
C 0.52 -1.15 -4.53  0.000
H 0.67 -2.71 -6.04  0.000
H 0.81 -1.08 -6.74  0.000
H -0.38 -1.71 -4.24  0.000
H 0.26 -0.08 -4.67  0.000
C -4.48 1.12 6.40  0.123
C -3.11 1.12 6.11  -0.012
C -2.68 1.40 4.81  0.102
C -3.61 1.66 3.76  0.017
C -5.01 1.64 4.08  0.107
C -5.42 1.40 5.40  -0.013
N -3.10 1.84 2.51  0.391
C -3.74 2.44 1.47  0.017
C -3.36 2.06 0.14  0.090
C -3.69 2.87 -0.92  -0.006
C -4.59 3.93 -0.76  0.093
C -5.11 4.22 0.49  -0.011
C -4.67 3.51 1.61  0.094
H -4.82 0.91 7.41  0.006
H -2.38 0.88 6.87  -0.003
H -1.62 1.43 4.56  0.004
H -5.73 1.82 3.29  0.004
H -6.49 1.39 5.62  -0.003
H -2.75 1.16 0.02  0.014
H -3.23 2.65 -1.87  -0.002
H -4.84 4.54 -1.63  0.005
H -5.83 5.03 0.62  -0.002
H -5.00 3.80 2.61  0.004

---

No. 2
# C31H39BaBrN2O8PS2

C31H39BaBrN2O8PS2 as an isolated structure in a non-equilibrium geometry (wB97M-V/def2-TZVPD, OMol25).

Output
E_LUMO in eV: 2.28
ΔE to the lowest compared entry with this formula, charge and spin in kcal per mole: 133.8
HOMO-LUMO gap in eV: 7.74
Maximum force in eV Å⁻¹: 14.19
Total charge: -1
Highest occupied orbital energy in eV: -5.5

Each line ends with the Mulliken charge.
CARTESIAN COORDINATES (ANGSTROEM)
Ba -0.24 0.66 -2.43  2.642
O -4.17 0.72 -0.53  -0.742
C -3.96 1.03 0.75  0.381
C -4.93 1.70 1.50  -0.731
C -4.70 2.00 2.83  -0.428
C -3.51 1.66 3.44  -0.987
C -2.54 0.99 2.71  -0.183
C -2.76 0.66 1.38  -0.715
C -1.73 -0.14 0.60  2.559
O -1.74 0.02 -0.76  -1.071
N -1.99 -1.56 1.00  0.641
N -1.23 -2.58 0.70  -1.026
C -0.12 -2.44 0.07  0.062
C 0.76 -3.56 -0.09  0.442
Br 1.76 -3.43 -1.75  -0.236
C 1.02 -4.63 0.68  -1.005
C 0.67 -4.91 2.06  0.922
C 0.20 -3.97 2.98  0.104
C 0.06 -4.30 4.31  -0.927
C 0.37 -5.57 4.77  -0.391
C 0.82 -6.52 3.87  -0.526
C 0.97 -6.20 2.54  -0.763
H -3.25 0.40 -0.85  -0.021
H -5.86 1.97 1.02  0.456
H -5.46 2.52 3.40  0.380
H -3.33 1.91 4.48  0.411
H -1.61 0.69 3.17  0.364
H -0.73 0.10 1.01  -1.653
H -2.95 -1.80 1.20  0.339
H 0.16 -1.51 -0.45  0.097
H 1.67 -5.38 0.25  0.299
H -0.05 -2.98 2.64  0.373
H -0.28 -3.55 5.01  0.398
H 0.27 -5.82 5.82  0.367
H 1.06 -7.52 4.21  0.366
H 1.34 -6.94 1.84  0.336
O 1.20 1.79 -3.83  -0.746
S 1.02 0.58 -4.61  1.133
O 1.80 0.44 -5.81  -0.737
O 1.16 -0.55 -3.63  -0.606
C -0.68 0.24 -4.93  1.667
C -0.88 -0.96 -5.60  -1.633
C -2.13 -1.55 -5.58  -0.614
C -3.15 -0.98 -4.83  -0.769
C -2.94 0.23 -4.18  -0.289
C -1.70 0.84 -4.25  -1.276
S -1.52 2.56 -3.82  1.720
O -2.90 3.03 -3.79  -0.796
O -0.74 3.08 -4.93  -0.656
O -0.91 2.65 -2.49  -0.546
H -0.04 -1.40 -6.12  0.471
H -2.30 -2.47 -6.13  0.405
H -4.12 -1.45 -4.79  0.426
H -3.73 0.73 -3.64  0.587
C 3.26 2.85 -1.72  -1.521
C 3.30 1.86 -0.57  0.651
C 3.82 0.51 -1.07  -1.565
P 1.59 1.55 0.12  1.078
C 0.92 3.28 0.37  0.550
C -0.53 3.19 0.83  -1.191
C 1.71 4.22 1.28  -1.995
C 1.98 1.01 1.91  0.934
C 1.92 -0.51 2.02  -1.245
C 3.32 1.47 2.50  -1.951
H 4.23 2.87 -2.22  0.508
H 3.03 3.86 -1.38  0.314
H 2.51 2.54 -2.45  0.200
H 3.96 2.24 0.21  0.511
H 3.10 0.10 -1.78  0.222
H 3.94 -0.20 -0.25  0.237
H 4.78 0.63 -1.56  0.513
H 0.90 3.66 -0.65  0.563
H -0.61 2.76 1.83  0.261
H -1.07 2.56 0.12  -0.062
H -0.98 4.17 0.85  0.556
H 1.64 3.91 2.32  0.309
H 1.29 5.22 1.21  0.467
H 2.76 4.27 1.00  0.383
H 1.17 1.43 2.51  0.157
H 2.70 -0.98 1.43  0.143
H 0.96 -0.89 1.67  -0.099
H 2.05 -0.82 3.06  0.609
H 4.15 0.98 1.99  0.354
H 3.36 1.18 3.55  0.482
H 3.45 2.54 2.44  0.351

---

No. 3
# C31H39Cl3CrN7O3PS2Si

C31H39Cl3CrN7O3PS2Si as an isolated structure (wB97M-V/def2-TZVPD, OMol25).

Output
E_LUMO (spin up / spin down) in eV: -0.74 / -0.74
ΔE to the lowest compared entry with this formula, charge and spin in kcal per mole: 28.8
HOMO-LUMO gap (spin up / spin down) in eV: 5.87 / 6.08
Maximum force in eV Å⁻¹: 0.38
Total charge: 0
Spin multiplicity: 5
Highest occupied orbital energy (spin up / spin down) in eV: -6.6 / -6.8

Each line ends with the Löwdin spin population.
CARTESIAN COORDINATES (ANGSTROEM)
Cr -0.34 2.04 -0.47  3.730
C 0.46 4.33 -5.69  0.001
S 1.37 4.88 -4.25  0.005
C 1.18 3.56 -3.12  0.005
S 0.44 2.11 -3.49  0.016
N 1.80 3.89 -1.97  0.001
N 1.53 3.15 -0.92  0.011
C 2.34 3.23 0.09  0.021
C 2.05 2.45 1.27  0.018
C 2.85 2.49 2.42  -0.001
C 2.47 1.76 3.53  0.014
C 1.31 1.00 3.49  0.000
C 0.58 0.99 2.32  0.014
N 0.94 1.68 1.23  0.009
H 0.06 5.22 -6.17  0.000
H 1.10 3.79 -6.39  0.000
H -0.36 3.68 -5.38  0.000
H 3.22 3.86 0.05  0.000
H 3.73 3.11 2.43  0.000
H 3.07 1.81 4.43  0.001
H 0.95 0.46 4.36  0.000
H -0.35 0.46 2.21  0.001
C -1.95 3.92 1.54  0.015
Si -2.73 2.22 1.61  0.007
C -4.55 2.35 1.13  0.001
C -2.62 1.71 3.44  0.001
N -1.86 1.14 0.57  0.006
C -2.25 -0.14 0.33  0.004
C -3.29 -0.78 1.03  0.003
C -3.70 -2.08 0.78  0.000
C -3.07 -2.82 -0.20  0.006
C -2.00 -2.25 -0.90  0.000
C -1.57 -0.96 -0.63  0.006
O -0.42 -0.37 -1.15  0.034
C 0.49 -0.91 -2.02  0.003
C 1.79 -0.41 -1.87  0.005
C 2.83 -0.91 -2.62  0.000
C 2.62 -1.93 -3.54  0.001
C 1.33 -2.39 -3.73  0.000
C 0.27 -1.88 -2.99  0.001
H -2.33 4.52 2.37  0.002
H -2.18 4.44 0.61  0.000
H -0.86 3.89 1.64  0.006
H -4.88 3.38 1.22  0.000
H -5.19 1.73 1.76  0.000
H -4.69 2.04 0.09  0.000
H -3.40 2.21 4.01  0.000
H -1.66 2.01 3.87  0.000
H -2.73 0.64 3.60  0.000
H -3.82 -0.22 1.79  0.000
H -4.53 -2.49 1.34  0.000
H -3.40 -3.82 -0.46  0.001
H -1.55 -2.84 -1.67  0.000
H 1.97 0.40 -1.18  0.003
H 3.82 -0.47 -2.50  0.000
H 3.44 -2.31 -4.14  0.000
H 1.12 -3.13 -4.50  0.000
H -0.72 -2.22 -3.25  0.000
C 1.79 -4.88 0.36  0.000
N 0.62 -4.22 1.09  0.000
C 0.84 -4.38 2.60  0.000
N 2.10 -3.85 2.98  0.000
C 3.17 -4.51 2.25  0.000
N 3.04 -4.36 0.80  0.000
C 3.23 -2.96 0.37  0.000
P 2.01 -1.76 1.09  0.000
C 0.50 -2.77 0.71  0.000
C 2.16 -2.38 2.84  0.000
H 1.64 -4.70 -0.70  0.000
H 1.72 -5.95 0.58  0.000
H -0.24 -4.70 0.83  0.000
H 0.79 -5.45 2.80  0.000
H 0.02 -3.86 3.09  0.000
H 3.15 -5.58 2.49  0.000
H 4.13 -4.11 2.56  0.000
H 3.17 -2.91 -0.72  0.000
H 4.24 -2.65 0.65  0.000
H 0.29 -2.75 -0.36  0.000
H -0.38 -2.36 1.22  0.000
H 1.37 -1.94 3.45  0.000
H 3.11 -2.03 3.26  0.000
Cl -4.70 4.15 -2.19  0.001
C -3.23 3.78 -3.12  -0.001
Cl -3.69 3.11 -4.69  0.000
Cl -2.30 5.26 -3.37  0.000
C -2.43 2.72 -2.28  0.010
O -2.71 1.55 -2.43  0.013
O -1.58 3.24 -1.50  0.023

---

No. 4
# C31H39InN6PS2

C31H39InN6PS2 as an isolated structure in a non-equilibrium geometry (wB97M-V/def2-TZVPD, OMol25).

Output
E_LUMO in eV: -3.93
ΔE to the lowest compared entry with this formula, charge and spin in kcal per mole: 23.8
HOMO-LUMO gap in eV: 5.73
Maximum force in eV Å⁻¹: 4.62
Total charge: +1
Highest occupied orbital energy in eV: -9.7

Each line ends with the Mulliken charge.
CARTESIAN COORDINATES (ANGSTROEM)
In 10.58 9.54 10.00  1.667
C 10.24 13.97 8.40  -0.564
C 10.37 12.58 8.45  -0.211
N 9.83 11.90 9.43  0.018
C 9.19 12.56 10.37  -0.102
C 9.11 13.97 10.34  -0.228
N 9.63 14.67 9.32  -0.596
C 8.64 11.65 11.49  1.458
C 7.84 12.33 12.42  -0.977
C 7.31 11.54 13.43  1.164
C 7.55 10.18 13.38  -1.125
C 8.23 9.55 12.38  0.555
N 8.87 10.36 11.44  -0.046
C 8.33 8.10 12.24  -0.882
C 7.51 7.21 12.93  -0.240
N 7.48 5.93 12.76  -0.590
C 8.36 5.48 11.87  -0.718
C 9.18 6.32 11.09  -0.226
N 9.08 7.63 11.21  0.172
C 6.69 12.13 14.62  -0.055
C 7.30 12.05 15.91  -0.437
C 6.79 12.80 16.94  -0.407
N 5.67 13.52 16.86  -0.575
C 5.10 13.57 15.67  -0.416
C 5.56 12.91 14.50  -0.405
H 10.63 14.46 7.54  0.447
H 10.74 11.96 7.67  0.437
H 8.71 14.66 11.08  0.425
H 7.70 13.43 12.44  0.294
H 6.99 9.65 14.11  0.570
H 6.81 7.56 13.63  0.591
H 8.34 4.35 11.67  0.334
H 9.74 5.96 10.25  0.611
H 8.32 11.57 16.00  0.266
H 7.11 12.68 17.95  0.413
H 4.18 14.14 15.57  0.383
H 5.09 12.86 13.59  0.594
C 12.55 10.34 5.95  -1.774
C 11.84 9.76 7.16  0.390
S 12.57 10.29 8.68  -0.418
C 10.78 8.95 7.03  0.999
C 10.28 8.62 5.65  -1.773
S 9.84 8.19 8.30  -0.475
H 13.40 10.98 6.26  0.393
H 11.89 10.94 5.37  0.404
H 12.91 9.55 5.29  0.404
H 10.10 7.53 5.58  0.414
H 11.01 8.71 4.86  0.416
H 9.46 9.24 5.43  0.330
C 12.66 11.90 12.02  -1.178
C 13.41 10.58 11.92  0.149
C 14.52 10.65 13.06  -1.735
P 12.29 9.20 11.95  -0.397
C 11.74 8.64 13.67  1.166
C 12.74 7.79 14.58  -1.946
C 11.15 9.81 14.48  -1.326
C 13.28 7.74 11.20  0.630
C 12.40 6.47 11.20  -0.891
C 14.72 7.77 11.70  -1.641
H 13.39 12.73 12.10  0.530
H 12.07 11.88 12.93  0.304
H 11.97 12.13 11.21  -0.063
H 13.88 10.45 10.98  0.914
H 14.12 10.82 14.05  0.275
H 15.14 11.47 12.87  0.547
H 15.13 9.76 13.09  0.363
H 10.94 7.93 13.34  0.111
H 13.41 8.42 15.13  0.350
H 13.29 7.13 13.96  0.379
H 12.16 7.22 15.15  0.656
H 11.91 10.46 14.93  0.276
H 10.55 9.37 15.29  0.524
H 10.46 10.52 13.85  -0.058
H 13.42 8.15 10.18  0.448
H 12.41 6.16 12.17  0.343
H 12.64 5.61 10.46  0.328
H 11.41 6.71 10.87  -0.139
H 14.99 7.35 12.67  0.194
H 15.18 8.74 11.61  0.514
H 15.21 7.01 11.00  0.461

---

No. 5
# C31H39MnN5

C31H39MnN5 as an isolated structure in a non-equilibrium geometry (wB97M-V/def2-TZVPD, OMol25).

Output
E_LUMO (spin up / spin down) in eV: 2.50 / 2.49
ΔE to the lowest compared entry with this formula, charge and spin in kcal per mole: 0.0
HOMO-LUMO gap (spin up / spin down) in eV: 1.98 / 5.23
Maximum force in eV Å⁻¹: 3.90
Total charge: -1
Spin multiplicity: 5
Highest occupied orbital energy (spin up / spin down) in eV: 0.5 / -2.7

Each line ends with the Löwdin spin population.
CARTESIAN COORDINATES (ANGSTROEM)
Mn 0.00 0.00 0.00  2.744
N -1.65 2.48 -1.09  0.236
N 1.64 1.13 -1.54  0.022
C 0.06 -1.92 0.79  -0.013
C -0.19 -1.98 -0.64  0.026
C -1.41 -1.27 -0.91  -0.006
C -2.09 -1.12 -2.24  0.001
H -1.41 -1.37 -3.07  0.000
H -2.44 -0.08 -2.39  0.000
H -2.96 -1.80 -2.31  -0.001
C -1.92 -0.75 0.33  0.047
C -3.20 0.02 0.50  0.012
H -4.05 -0.65 0.69  0.004
H -3.42 0.61 -0.41  0.001
H -3.13 0.73 1.34  0.001
C -1.01 -1.17 1.39  0.049
C -1.21 -0.93 2.86  0.014
H -1.72 0.02 3.05  0.001
H -0.24 -0.90 3.39  0.000
H -1.82 -1.74 3.30  0.005
C 0.65 -2.71 -1.65  0.008
H 0.04 -3.43 -2.23  0.001
H 1.45 -3.28 -1.15  0.000
H 1.12 -2.02 -2.37  0.001
C 1.17 -2.62 1.53  -0.004
H 1.64 -1.96 2.27  -0.001
H 1.96 -2.96 0.84  0.000
H 0.78 -3.51 2.06  -0.002
C -2.29 3.66 -1.04  0.105
H -3.21 3.67 -0.43  0.009
C -1.87 4.82 -1.71  0.059
H -2.44 5.75 -1.63  0.003
C -0.70 4.74 -2.47  0.266
H -0.32 5.61 -3.01  0.024
C 0.00 3.53 -2.53  0.094
H 0.93 3.44 -3.10  0.005
C -0.50 2.41 -1.82  0.074
C 0.19 1.11 -1.77  -0.024
H -0.06 0.48 -2.63  0.003
C 1.84 0.33 -0.47  -0.006
C 2.83 1.58 -2.11  0.005
H 2.88 2.24 -2.97  0.001
C 3.83 1.03 -1.34  0.015
H 4.91 1.11 -1.40  0.001
N 3.21 0.25 -0.34  0.006
C 3.90 -0.56 0.62  0.001
C 4.31 -1.86 0.25  0.000
C 4.95 -2.65 1.21  0.000
H 5.26 -3.67 0.94  0.000
C 5.19 -2.19 2.52  0.000
C 5.90 -3.05 3.53  0.000
H 5.21 -3.40 4.32  0.000
H 6.71 -2.48 4.04  0.000
H 6.36 -3.93 3.06  0.000
C 4.77 -0.89 2.85  0.000
H 4.94 -0.51 3.86  0.000
C 4.12 -0.05 1.92  0.000
C 3.65 1.32 2.32  0.003
H 4.17 2.11 1.76  0.001
H 3.81 1.49 3.40  0.000
H 2.57 1.44 2.11  0.001
C 4.05 -2.40 -1.14  0.001
H 4.94 -2.29 -1.79  0.000
H 3.22 -1.86 -1.63  0.000
H 3.80 -3.47 -1.10  0.000
C -3.00 2.41 3.60  0.009
N -2.08 3.07 2.69  0.017
C -2.51 4.36 2.19  0.033
C -1.24 2.28 1.88  0.057
N -0.62 1.56 1.20  0.063
H -3.46 3.15 4.30  0.003
H -2.49 1.66 4.23  0.001
H -3.84 1.94 3.04  0.001
H -1.76 4.80 1.50  0.011
H -3.49 4.25 1.68  0.004
H -2.67 5.06 3.03  0.008

---

No. 6
# C31H39N11O4S3Tl

C31H39N11O4S3Tl as an isolated structure (wB97M-V/def2-TZVPD, OMol25).

Output
E_LUMO in eV: -2.41
ΔE to the lowest compared entry with this formula, charge and spin in kcal per mole: 0.4
HOMO-LUMO gap in eV: 8.07
Maximum force in eV Å⁻¹: 0.19
Total charge: +1
Highest occupied orbital energy in eV: -10.5

Each line ends with the Mulliken charge.
CARTESIAN COORDINATES (ANGSTROEM)
Tl 0.72 1.01 0.28  1.016
C 3.70 2.87 -0.67  -0.638
N 2.56 3.20 0.19  0.617
C 1.82 4.33 -0.36  -1.007
C 0.54 4.62 0.39  0.674
C 0.02 5.91 0.40  -1.126
C -1.16 6.15 1.08  -0.554
C -1.79 5.10 1.73  -0.791
C -1.20 3.85 1.67  -0.719
N -0.07 3.61 1.02  0.356
C 3.02 3.47 1.55  -0.767
C 3.53 2.24 2.24  0.360
C 4.62 2.29 3.09  -0.926
C 5.04 1.13 3.73  -0.437
C 4.36 -0.05 3.48  -0.875
C 3.28 -0.01 2.61  -0.491
N 2.87 1.10 2.01  0.143
C 3.29 2.18 -1.96  0.252
C 3.62 2.71 -3.20  -0.576
C 3.27 2.01 -4.34  -0.469
C 2.61 0.81 -4.21  -0.563
C 2.32 0.36 -2.93  -0.414
N 2.65 1.02 -1.83  -0.166
H 4.29 3.76 -0.90  0.329
H 4.34 2.17 -0.12  0.379
H 2.43 5.24 -0.38  0.426
H 1.56 4.09 -1.40  0.284
H 0.54 6.71 -0.10  0.498
H -1.58 7.15 1.12  0.444
H -2.71 5.24 2.29  0.467
H -1.66 3.00 2.16  0.630
H 3.80 4.25 1.55  0.317
H 2.18 3.86 2.12  0.445
H 5.14 3.23 3.25  0.461
H 5.88 1.15 4.40  0.420
H 4.65 -0.98 3.95  0.435
H 2.73 -0.91 2.37  0.726
H 4.14 3.66 -3.26  0.403
H 3.52 2.40 -5.32  0.431
H 2.33 0.22 -5.07  0.430
H 1.79 -0.58 -2.78  0.428
S -2.90 1.04 0.19  -0.335
C -3.37 0.19 -1.17  0.310
N -2.75 0.44 -2.37  0.367
C -3.11 -0.15 -3.53  0.144
C -4.11 -1.07 -3.53  -0.842
C -4.67 -1.36 -2.27  0.011
N -4.32 -0.77 -1.15  -0.520
H -1.98 1.13 -2.39  -0.462
H -2.56 0.16 -4.41  0.447
H -4.43 -1.56 -4.43  0.415
H -5.45 -2.11 -2.18  0.428
C -3.48 -7.57 -1.44  -1.371
C -2.51 -6.59 -0.80  -0.254
S -1.97 -7.25 0.76  1.220
O -1.15 -8.40 0.49  -0.685
O -3.11 -7.34 1.63  -0.649
C -0.90 -5.98 1.43  -0.483
C -1.72 -4.84 2.04  -1.214
N -0.88 -3.69 2.36  0.335
C -0.75 -2.59 1.58  0.488
N 0.05 -1.68 2.12  -0.060
C 0.46 -2.21 3.31  -0.835
C -0.10 -3.44 3.47  0.017
N 0.08 -4.34 4.57  1.079
O 0.73 -3.93 5.50  -0.626
O -0.43 -5.45 4.49  -0.625
C -1.45 -2.42 0.28  -0.796
H -3.81 -7.19 -2.41  0.390
H -4.35 -7.72 -0.81  0.363
H -3.00 -8.54 -1.60  0.364
H -2.98 -5.63 -0.60  0.220
H -1.61 -6.45 -1.41  0.391
H -0.26 -5.63 0.62  0.401
H -0.29 -6.48 2.18  0.392
H -2.22 -5.18 2.94  0.287
H -2.48 -4.49 1.35  0.536
H 1.11 -1.70 4.00  0.683
H -2.53 -2.32 0.43  0.367
H -1.26 -3.26 -0.39  0.340
H -1.10 -1.50 -0.18  -0.264
N -0.90 5.12 -2.95  -0.302
C -1.21 3.92 -2.42  0.509
N -2.20 3.87 -1.54  -0.194
S -0.30 2.56 -2.86  -0.272
H -1.50 5.92 -2.80  0.224
H -0.28 5.14 -3.73  0.230
H -2.66 4.71 -1.22  0.259
H -2.36 3.02 -1.00  -0.280